[1]
A molecular structure, C39H73BN6O3PdSSi, computed with the ωB97M-V functional and the def2-TZVPD basis.

Last column: Löwdin charge in e.
Geometry (Å):
Pd  -0.7138  0.0821  0.6384  0.0687
C  -4.7571  0.6866  -1.3136  -0.0826
C  -4.0929  -0.6921  -1.3176  -0.3819
C  -3.7030  -1.0983  0.0984  -0.1031
C  -2.8932  -0.6900  -2.2244  -0.2909
C  -2.7522  -0.1605  -3.5211  0.0050
C  -1.4218  -0.3478  -3.8413  -0.2257
C  -0.7554  0.1841  -5.0848  -0.3526
C  -0.1408  -0.8848  -5.9891  -0.0741
C  0.2569  1.2948  -4.7854  -0.0555
N  -0.8463  -0.9755  -2.7915  0.0287
N  -1.7389  -1.1798  -1.7997  0.1305
B  0.6513  -1.1761  -2.4658  -0.5249
N  1.1937  0.1671  -1.8877  0.0376
N  0.2718  1.0959  -1.5235  0.1033
C  0.9342  2.2137  -1.2672  -0.3098
C  2.3112  2.0189  -1.4641  -0.0027
C  2.4397  0.6976  -1.8435  -0.2379
C  3.7516  -0.0274  -1.9871  -0.3364
C  4.0310  -0.5679  -3.3922  -0.0727
C  3.9269  -1.0942  -0.9002  -0.0449
C  0.2115  3.4343  -0.7602  -0.3664
C  -1.1611  3.0396  -0.2171  -0.0984
C  1.0340  4.1308  0.3272  -0.0906
N  0.8412  -2.3370  -1.4669  0.0331
N  0.6245  -2.0791  -0.1598  0.1306
C  1.0052  -3.1426  0.5231  -0.2682
C  1.4762  -4.1341  -0.3601  0.0011
C  1.3460  -3.5842  -1.6268  -0.2237
C  1.7060  -4.3616  -2.8753  -0.3529
C  3.2213  -4.3468  -3.1105  -0.0657
C  0.9812  -4.0338  -4.1772  -0.0775
C  0.9421  -3.1888  2.0287  -0.3686
C  0.9326  -4.6266  2.5438  -0.0921
C  -0.2506  -2.4031  2.5671  -0.0936
H  -5.6638  0.6803  -0.7009  0.0649
H  -5.0252  1.0059  -2.3232  0.0606
H  -4.0655  1.4238  -0.8980  0.0744
H  -4.8251  -1.4163  -1.6994  0.1245
H  -2.8584  -0.4769  0.4581  0.0367
H  -3.3809  -2.1385  0.1517  0.0698
H  -4.5505  -0.9620  0.7796  0.0657
H  -3.4913  0.3248  -4.1416  0.0899
H  -1.5783  0.6377  -5.6469  0.1213
H  0.7849  -1.2721  -5.5667  0.0472
H  0.0886  -0.4547  -6.9693  0.0674
H  -0.8256  -1.7236  -6.1331  0.0773
H  1.1047  0.9174  -4.2123  0.0619
H  -0.2020  2.0885  -4.1950  0.0800
H  0.6352  1.7195  -5.7218  0.0709
H  1.2542  -1.4200  -3.4746  0.0900
H  3.1238  2.6942  -1.2466  0.0986
H  4.5001  0.7467  -1.7899  0.1238
H  3.2983  -1.3232  -3.6776  0.0353
H  5.0247  -1.0261  -3.4286  0.0699
H  3.9928  0.2344  -4.1334  0.0742
H  3.2112  -1.9098  -1.0177  0.0588
H  3.7628  -0.6498  0.0840  0.0351
H  4.9385  -1.5139  -0.9409  0.0743
H  0.0781  4.1392  -1.5924  0.1245
H  -1.0038  2.2722  0.5646  0.0406
H  -1.7868  2.5937  -0.9895  0.0569
H  -1.6735  3.9030  0.2205  0.0671
H  1.2297  3.4308  1.1446  0.0337
H  0.4978  5.0033  0.7151  0.0676
H  2.0010  4.4693  -0.0536  0.0725
H  1.8357  -5.1269  -0.1360  0.0944
H  1.4209  -5.3877  -2.6209  0.1244
H  3.5517  -3.3408  -3.3830  0.0565
H  3.4921  -5.0277  -3.9245  0.0688
H  3.7625  -4.6423  -2.2105  0.0755
H  1.3597  -3.1170  -4.6217  0.0404
H  -0.0919  -3.9099  -4.0257  0.0874
H  1.1460  -4.8456  -4.8922  0.0706
H  1.8493  -2.7043  2.4089  0.1144
H  0.0566  -5.1652  2.1703  0.0777
H  0.8970  -4.6324  3.6365  0.0649
H  1.8249  -5.1763  2.2335  0.0626
H  -1.1950  -2.8160  2.2032  0.0757
H  -0.1759  -1.3630  2.2314  0.0056
H  -0.2562  -2.4135  3.6616  0.0677
C  4.5358  -1.3981  3.6131  -0.0408
C  3.8733  -0.5590  4.7067  -0.6685
C  4.6881  -0.6637  5.9975  -0.0446
C  2.4450  -1.0420  4.9568  -0.0503
O  3.8626  0.8172  4.3695  -0.1786
Si  3.5092  1.5194  2.8730  -0.1780
S  1.9969  0.7239  1.8255  0.4252
O  3.4181  3.1354  3.3117  -0.1709
C  2.5457  3.7573  4.2363  -0.6608
C  2.3598  5.1912  3.7417  -0.0341
C  3.2183  3.7600  5.6125  -0.0390
C  1.1851  3.0681  4.3214  -0.0532
O  4.9304  1.4739  2.0058  -0.1647
C  6.1572  2.1455  2.1657  -0.6634
C  6.5910  2.2144  3.6318  -0.0317
C  7.1819  1.3387  1.3666  -0.0379
C  6.0412  3.5555  1.5828  -0.0309
H  4.5922  -2.4473  3.9169  0.0821
H  5.5474  -1.0306  3.4213  0.0739
H  3.9600  -1.3254  2.6874  0.0523
H  4.7194  -1.6958  6.3575  0.0760
H  4.2384  -0.0338  6.7690  0.0767
H  5.7102  -0.3183  5.8232  0.0706
H  2.4327  -2.1025  5.2274  0.0799
H  1.8492  -0.8886  4.0550  0.0269
H  1.9995  -0.4677  5.7744  0.0818
H  3.3338  5.6774  3.6443  0.0785
H  1.7431  5.7702  4.4347  0.0774
H  1.8797  5.1789  2.7617  0.0633
H  4.1651  4.3053  5.5648  0.0771
H  3.4221  2.7310  5.9124  0.0716
H  2.5783  4.2381  6.3600  0.0753
H  0.7278  2.9961  3.3336  0.0579
H  0.5250  3.6286  4.9897  0.0808
H  1.2945  2.0513  4.7031  0.0705
H  6.6523  1.2085  4.0518  0.0711
H  5.8658  2.7803  4.2179  0.0715
H  7.5711  2.6943  3.7095  0.0781
H  7.2553  0.3296  1.7779  0.0772
H  8.1690  1.8092  1.3966  0.0745
H  6.8527  1.2596  0.3288  0.0797
H  5.2866  4.1167  2.1347  0.0704
H  5.7289  3.4904  0.5382  0.0839
H  7.0005  4.0798  1.6343  0.0754

Output
* total charge: -2

---

[2]
2 unconnected molecules or ions with the total composition C39H73N3O in a non-equilibrium geometry, computed with the ωB97M-V functional and the def2-TZVPD basis.

Last column: Löwdin charge in e.
Geometry (Å):
C  -6.8280  1.3087  0.7031  0.0328
C  -5.6752  1.3187  -0.0116  -0.0894
C  -4.3742  1.2889  0.7743  -0.1361
N  -4.2526  0.6825  1.9849  0.0382
N  -3.2294  0.5515  2.8040  0.1076
C  -2.1052  1.1298  2.4389  -0.2098
C  -0.9074  0.9790  3.4116  -0.0287
C  -2.0421  1.8792  1.1669  -0.0467
C  -0.7322  2.6152  0.7363  -0.1183
C  -0.9166  4.1711  1.0035  -0.1747
C  0.1306  4.8414  1.9699  -0.1973
C  0.5863  3.9697  3.1786  -0.2220
C  1.5000  4.7543  4.2005  -0.1946
C  1.5016  3.9800  5.5815  -0.2088
C  2.5505  2.8112  5.6325  -0.1998
C  1.9391  1.4161  6.0420  -0.2005
C  1.0371  1.4565  7.3326  -0.1898
C  -0.2793  0.5736  7.1529  -0.2304
C  -0.5359  -0.3933  8.3595  -0.2487
C  -1.9951  -1.0097  8.1525  -0.1274
C  -3.1832  1.9630  0.2690  -0.0867
C  -3.1377  2.6928  -1.0870  -0.1150
C  -2.5325  1.6565  -2.1376  -0.1680
C  -3.3037  0.3013  -2.1972  -0.2083
C  -2.6716  -0.6757  -3.2682  -0.1814
C  -1.5215  -1.5401  -2.6245  -0.1985
C  -1.3170  -2.9008  -3.3914  -0.2126
C  -2.2141  -4.0549  -2.8041  -0.2171
C  -1.5653  -4.6653  -1.5069  -0.2056
C  -0.2912  -5.5256  -1.8816  -0.2163
C  0.9930  -5.1339  -1.0772  -0.2478
C  0.7310  -5.0819  0.4754  -0.1286
H  -6.8784  0.8783  1.7249  0.0623
H  -7.7623  1.7527  0.2985  0.0760
H  -5.6942  1.3710  -1.1102  0.0948
H  -5.1139  0.2468  2.3176  0.1485
H  -1.1051  1.5933  4.3236  0.0831
H  0.0531  1.2324  2.9272  0.0563
H  -0.8212  -0.0891  3.7346  0.0933
H  0.1859  2.1709  1.1646  0.1005
H  -0.6736  2.4743  -0.3704  0.0933
H  -0.8940  4.7266  0.0309  0.1059
H  -1.9560  4.3169  1.3935  0.1141
H  -0.3857  5.7350  2.4139  0.1131
H  0.9755  5.2571  1.3709  0.1170
H  -0.3289  3.6675  3.7355  0.1029
H  1.1875  3.0902  2.8456  0.1020
H  2.5569  4.7594  3.8299  0.1137
H  1.1243  5.7944  4.3237  0.1061
H  1.7978  4.7133  6.3770  0.1091
H  0.4711  3.6377  5.8296  0.0953
H  3.3747  3.0394  6.3441  0.1074
H  3.0263  2.6580  4.6282  0.1060
H  2.8150  0.7597  6.2884  0.1094
H  1.4260  0.9339  5.1782  0.0857
H  0.7501  2.4801  7.6548  0.0985
H  1.5952  0.9616  8.1679  0.1043
H  -0.2549  -0.0407  6.2264  0.0932
H  -1.1410  1.2900  7.1460  0.1073
H  -0.5644  0.1221  9.3435  0.1031
H  0.1465  -1.2789  8.3596  0.1072
H  -1.9686  -2.1064  7.9467  0.0657
H  -2.6404  -0.8583  9.0504  0.0647
H  -2.5230  -0.5339  7.2933  0.0595
H  -4.1674  2.9478  -1.4300  0.1118
H  -2.5334  3.6222  -1.0323  0.1032
H  -1.4952  1.4197  -1.7800  0.1036
H  -2.3939  2.1221  -3.1443  0.1241
H  -3.2818  -0.2705  -1.2372  0.1075
H  -4.3752  0.5321  -2.4092  0.0940
H  -2.3126  -0.1253  -4.1633  0.1110
H  -3.4847  -1.4117  -3.5020  0.1081
H  -1.7351  -1.7988  -1.5602  0.0979
H  -0.5338  -1.0209  -2.6634  0.1088
H  -1.5821  -2.7967  -4.4750  0.1123
H  -0.2507  -3.2236  -3.3376  0.0869
H  -3.2195  -3.6053  -2.5958  0.0982
H  -2.4001  -4.8570  -3.5644  0.1094
H  -1.3320  -3.8072  -0.8339  0.0887
H  -2.2812  -5.3558  -1.0018  0.1037
H  -0.5424  -6.6045  -1.7496  0.1051
H  -0.0675  -5.3863  -2.9712  0.1025
H  1.4267  -4.1797  -1.4636  0.1036
H  1.7776  -5.9153  -1.2415  0.1004
H  0.2889  -4.0767  0.6962  0.0577
H  0.0111  -5.8577  0.8230  0.0720
H  1.6857  -5.1100  1.0572  0.0674
C  1.0993  -0.6428  -5.8608  -0.0325
C  2.3400  -1.5330  -5.6701  -0.5014
C  3.3810  -1.2036  -6.7550  -0.1564
C  4.0776  0.1470  -6.5983  -0.1839
C  4.1627  0.6205  -5.1448  -0.1533
C  4.0672  -0.5005  -4.0922  -0.5282
N  2.8218  -1.2315  -4.3101  -0.1779
O  2.6236  -2.2321  -3.4127  -0.2035
C  3.9960  0.1958  -2.7250  -0.0549
C  5.3423  -1.3583  -4.1273  -0.0290
C  1.9109  -2.9865  -5.9264  -0.0456
H  0.3305  -0.8856  -5.1230  0.0629
H  0.6579  -0.7814  -6.8555  0.0795
H  1.3315  0.4190  -5.7535  0.0712
H  4.1467  -1.9848  -6.7659  0.1024
H  2.9165  -1.2480  -7.7463  0.1137
H  5.0822  0.0755  -7.0259  0.1038
H  3.5576  0.9062  -7.1898  0.1017
H  5.0843  1.1945  -5.0088  0.1119
H  3.3514  1.3357  -4.9719  0.1040
H  3.0772  0.7811  -2.6333  0.0752
H  4.8399  0.8810  -2.5937  0.0757
H  4.0254  -0.5199  -1.9015  0.0729
H  6.2249  -0.7361  -3.9457  0.0791
H  5.4930  -1.8582  -5.0862  0.0710
H  5.3281  -2.1272  -3.3528  0.0759
H  1.5198  -3.0992  -6.9424  0.0807
H  1.1188  -3.3076  -5.2495  0.0551
H  2.7520  -3.6755  -5.8235  0.0829

Output
* total charge: 0

---

| no. | E_LUMO (eV) | orbital gap (eV) |
| --- | --- | --- |
| 1 | 4.38 | 4.87 |
| 2 | -2.06 | 1.63 |